C4H9N in the gas phase. Source: the Open Molecules 2025 dataset; level of theory: ωB97M-V/def2-TZVPD.

The geometry in XYZ format:
```
14
Properties=species:S:1:pos:R:3:forces:R:3
C 1.7085 -0.7155 -0.1619 -1.2 0.6 -1.5
C 0.6973 0.3230 0.4180 1.6 1.1 2.3
C -0.1332 1.3134 -0.4082 0.4 0.2 1.3
C -0.8267 0.2025 0.4164 1.6 1.3 -0.2
N -1.4575 -0.8906 -0.2308 -0.4 -1.7 0.4
H 1.6747 -1.6172 0.4921 0.1 0.4 -0.8
H 2.7968 -0.3540 -0.2293 -1.8 -0.3 0.1
H 1.2804 -0.9016 -1.2330 1.2 -0.3 1.8
H 1.1515 0.7234 1.4297 -1.3 -0.6 -1.9
H -0.1924 2.4480 -0.2428 0.0 -2.0 0.2
H -0.0519 1.0565 -1.4232 -0.1 -0.2 -1.4
H -1.2516 0.5916 1.3192 -0.3 0.0 0.5
H -1.4483 -1.7566 0.3813 0.0 1.5 -1.0
H -2.4324 -0.6964 -0.4637 0.4 0.0 0.1
```
Forces are in eV/Å.

Summary:
2S+1 = 1
electronic energy = -5782.4541 eV
HOMO energy = -9.2 eV
E_LUMO = 1.113 eV

Löwdin population analysis, charges in e, atoms 1 to 2: -0.094 -0.324

---

A gas-phase ion, C4H9N2 (charge +1). Source: the Open Molecules 2025 dataset; level of theory: ωB97M-V/def2-TZVPD.

The geometry in XYZ format:
```
15
Properties=species:S:1:pos:R:3:forces:R:3
C 3.1739 -0.3402 -0.1096 -2.6 0.8 0.6
C 1.9954 -0.0672 0.0953 3.0 -1.5 0.8
C 0.6122 0.1338 0.5252 0.1 2.0 -0.6
N 0.1078 1.3425 -0.1811 1.2 2.2 -0.9
C -0.2768 -0.9838 0.0270 -0.4 0.6 -0.2
N -1.6994 -0.3778 -0.0957 0.0 -3.4 -2.4
H 4.2315 -0.4887 -0.2071 -0.3 0.0 -0.2
H 0.4399 0.3446 1.6262 0.6 -0.6 -1.1
H 0.3295 2.1868 0.3518 -0.6 -0.3 0.6
H 0.7184 1.6313 -0.9888 -0.7 -1.3 0.5
H -0.3137 -1.7117 0.8177 0.0 -1.0 -0.4
H 0.0610 -1.2956 -1.0168 -0.7 0.0 1.6
H -2.1824 -0.1868 0.7893 0.1 -0.4 -0.3
H -2.1820 -1.1350 -0.7564 0.4 2.4 2.1
H -1.5200 0.5105 -0.5936 -0.1 0.3 0.1
```
Forces are in eV/Å.

Summary:
2S+1 = 1
charge = +1
electronic energy = -7264.9557 eV
HOMO energy = -13.9 eV
E_LUMO = -3.572 eV

Löwdin population analysis, charges in e, atoms 1 to 2: 0.177 -0.101

---

2 unconnected molecules or ions with the total composition C4H9N2. Source: the Open Molecules 2025 dataset; level of theory: ωB97M-V/def2-TZVPD.

The geometry in XYZ format:
```
15
Properties=species:S:1:pos:R:3:forces:R:3
C -1.2836 0.9656 -0.1107 -1.9 -0.9 -0.2
C 1.5823 1.1384 -0.0881 0.8 -0.1 0.1
C 1.7528 -1.3542 -0.0701 0.0 0.0 -0.1
C 1.6053 -0.0239 0.5682 0.1 0.1 -0.1
N -2.3242 0.4678 -0.0995 2.6 1.5 -0.1
N -3.4737 -0.0568 -0.0747 -2.2 -1.0 0.1
H 1.7405 1.1763 -1.1561 0.0 0.0 -0.2
H -0.1763 1.1084 -0.0472 0.2 0.1 0.1
H 1.5807 2.0847 0.4307 -0.1 0.2 0.2
H 0.8887 -1.9858 0.1375 0.0 -0.1 0.0
H 1.8980 -1.2762 -1.1452 0.0 0.0 0.0
H 2.6170 -1.8553 0.3652 0.0 -0.1 0.0
H 1.5177 -0.0347 1.6478 0.0 0.1 0.1
H -3.6896 -0.7907 -0.7408 0.2 0.2 0.1
H -4.2357 0.4363 0.3830 0.4 0.0 -0.1
```
Forces are in eV/Å.

Summary:
2S+1 = 1
charge = +1
electronic energy = -7263.6637 eV
HOMO energy = -14.0 eV
E_LUMO = -4.108 eV

Löwdin population analysis, charges in e, atoms 1 to 2: 0.313 -0.071

---

A gas-phase ion, C4H9N2 (charge +1). Source: the Open Molecules 2025 dataset; level of theory: ωB97M-V/def2-TZVPD.

The geometry in XYZ format:
```
15
Properties=species:S:1:pos:R:3:forces:R:3
C -2.5254 0.7430 -0.7523 -1.6 -4.1 -4.2
N -1.1828 0.4398 -0.6674 3.7 -0.4 1.7
C -0.0566 0.3784 -0.4124 -3.5 0.0 -1.5
C 1.2544 0.1132 0.1106 1.8 1.7 -2.0
C 0.8639 -0.3976 1.4986 0.3 0.5 1.0
N 1.9198 -0.7864 -0.8125 -4.0 -0.9 1.3
H -3.2063 0.2046 -0.1242 0.2 0.1 1.2
H -2.5738 1.7466 -0.8320 -0.9 3.3 0.0
H -2.8374 0.2482 -1.7847 0.4 1.4 1.7
H 1.7302 1.1694 -0.0227 -0.3 -1.7 1.2
H 0.1611 -1.3310 1.5300 1.7 1.6 -0.3
H 0.2919 0.4757 1.9164 0.6 -1.0 0.4
H 1.8646 -0.5068 1.9903 -1.3 -0.3 0.2
H 2.8554 -0.8447 -1.0727 1.7 0.4 0.2
H 1.4410 -1.6523 -0.5651 1.2 -0.5 -0.9
```
Forces are in eV/Å.

Summary:
2S+1 = 1
charge = +1
electronic energy = -7264.8172 eV
HOMO energy = -14.2 eV
E_LUMO = -3.605 eV

Löwdin population analysis, charges in e, atoms 1 to 2: 0.001 0.169

---

A molecular structure, C4H9N2. Source: the Open Molecules 2025 dataset; level of theory: ωB97M-V/def2-TZVPD.

The geometry in XYZ format:
```
15
Properties=species:S:1:pos:R:3:forces:R:3
C -1.1803 -1.3157 0.1656 2.1 0.5 -2.7
C 0.5769 -1.2972 -0.7578 0.6 -2.6 -2.5
C 0.3440 0.0751 1.3937 0.3 -1.7 0.3
C -0.4360 0.8838 -0.7741 -2.0 -0.5 -1.7
N -0.5890 -2.1568 -0.5698 0.1 -1.2 0.1
N -0.1510 -0.2464 0.0441 1.2 -0.5 0.8
H -2.1703 -1.1432 0.3980 -2.0 0.0 1.2
H 1.5234 -1.7152 -0.2627 -1.2 0.9 -1.1
H 0.6840 -1.2926 -2.5042 0.0 0.5 4.6
H 1.2634 0.6311 1.3914 0.2 0.6 -0.2
H -0.5196 0.6373 1.7546 0.5 -0.2 1.0
H 0.5833 -0.9442 1.8552 -0.7 1.6 0.0
H 0.4776 1.3492 -1.0180 1.1 0.2 -1.0
H -1.0653 0.4247 -1.6089 1.0 1.5 0.6
H -0.9445 1.6225 -0.2209 -1.2 0.7 0.6
```
Forces are in eV/Å.

Summary:
2S+1 = 1
charge = +1
electronic energy = -7261.7637 eV
HOMO energy = -15.9 eV
E_LUMO = -4.943 eV

Löwdin population analysis, charges in e, atoms 1 to 2: -0.055 -0.095

---

2 unconnected molecules or ions with the total composition C4H9N2. Source: the Open Molecules 2025 dataset; level of theory: ωB97M-V/def2-TZVPD.

The geometry in XYZ format:
```
15
Properties=species:S:1:pos:R:3:forces:R:3
C -2.6444 0.4225 -0.3732 -2.4 -0.6 0.5
C 0.9826 1.0727 0.2184 -0.9 1.8 1.0
C 2.3671 0.5936 0.0549 1.3 -2.7 -0.5
C -0.0726 -1.1240 -0.0801 -1.2 0.7 2.8
N -0.0407 0.3316 0.1889 -1.1 -1.8 -1.4
N -3.6829 -0.0740 -0.1799 3.7 2.0 -0.6
H 0.5992 2.1242 0.4285 1.6 -0.9 -0.5
H 3.1764 1.1283 0.5680 -0.5 0.6 -0.9
H 2.5377 0.3007 -1.0482 0.0 1.3 1.3
H 2.5954 -0.4661 0.4423 -1.2 1.3 0.0
H 0.2143 -1.5427 0.8831 0.3 -0.5 0.0
H -1.1662 -1.4052 -0.1332 1.6 0.1 -0.9
H 0.6552 -1.3701 -0.7998 0.2 -0.7 -1.3
H -1.0601 0.6354 0.0439 1.0 0.8 0.5
H -4.4609 -0.6269 -0.2136 -2.4 -1.4 0.1
```
Forces are in eV/Å.

Summary:
2S+1 = 1
charge = +1
electronic energy = -7265.1203 eV
HOMO energy = -16.3 eV
E_LUMO = -3.886 eV

Löwdin population analysis, charges in e, atoms 1 to 2: 0.073 -0.089